# 1
Formula: C2H3NS3
Source: OMol25
Level of theory: ωB97M-V/def2-TZVPD

Calculated values
frontier orbital gap (spin up / spin down) = 7.1409 / 6.4813 eV
calculated total energy = -1327.1933 hartree
HOMO (spin up / spin down) = -8.400 / -7.792 eV
energy above the lowest of the compared OMol25 structures with the same formula, charge and spin = 77.41 kcal per mole
E_LUMO (spin up / spin down) = -1.259 / -1.311 eV

Each atom is followed by the atoms it is bonded to, with distances in Å.
Element x y z (Å)
1 C 0.4659 0.1951 -0.7790  C2 1.308, S4 1.773, H7 1.082
2 C 1.4005 0.9682 -0.2890  C1 1.308, S5 1.727, H8 1.124
3 N -1.5440 -0.8220 0.4723  S4 1.660, S6 1.663, H9 0.985
4 S -1.0453 0.6912 0.0047  C1 1.773, N3 1.660, S5 2.381
5 S 0.7144 2.0320 0.8854  C2 1.727, S4 2.381
6 S -0.6821 -2.2422 0.5435  N3 1.663
7 H 0.5431 -0.7451 -1.3085  C1 1.082
8 H 2.4948 0.9299 -0.5407  C2 1.124
9 H -2.3474 -1.0071 1.0114  N3 0.985

Population analysis type Mulliken, resulting atomic charges in e: -0.3973, -0.1336, -0.2077, 0.1768, -0.2692, -0.1982, 0.4529, 0.3032, 0.2730

***

# 2
Formula: C2H5NO
Source: OMol25
Level of theory: ωB97M-V/def2-TZVPD

Calculated values
2S+1 = 2
frontier orbital gap (spin up / spin down) = 4.2214 / 7.5447 eV
calculated total energy = -209.1311 hartree
total charge = -1
HOMO (spin up / spin down) = 0.753 / -2.882 eV
energy above the lowest of the compared OMol25 structures with the same formula, charge and spin = 8.65 kcal per mole
E_LUMO (spin up / spin down) = 4.975 / 4.663 eV

Each atom is followed by the atoms it is bonded to, with distances in Å.
Element x y z (Å)
1 O 1.6650 -1.7106 0.4040  C2 1.281
2 C 0.5675 -1.2091 -0.0246  O1 1.281, C3 1.528, H5 1.109
3 C 0.1282 0.1853 0.4193  C2 1.528, N4 1.513, H6 1.089, H7 1.106
4 N -0.4940 0.9773 -0.7101  C3 1.513, H8 1.016, H9 0.990
5 H -0.1914 -1.6183 -0.7225  C2 1.109
6 H 0.9693 0.7196 0.8585  C3 1.089
7 H -0.6748 0.1237 1.1769  C3 1.106
8 H -0.6072 1.9443 -0.4182  N4 1.016
9 H -1.3627 0.5879 -0.9834  N4 0.990

Population analysis type Mulliken, resulting atomic charges in e: -0.7682, -0.3638, -0.2644, -0.9022, 0.2466, 0.2892, 0.1335, 0.3114, 0.3180